# 1
{"formula": "C31H62Br22NO3", "method": "wB97M-V/def2-TZVPD", "species": ["C", "C", "N", "C", "O", "C", "C", "O", "C", "C", "O", "C", "C", "H", "H", "H", "H", "H", "H", "H", "H", "H", "H", "H", "H", "H", "H", "H", "H", "H", "H", "Br", "C", "C", "Br", "H", "H", "H", "H", "Br", "C", "C", "Br", "H", "H", "H", "H", "Br", "C", "C", "Br", "H", "H", "H", "H", "Br", "C", "C", "Br", "H", "H", "H", "H", "Br", "C", "C", "Br", "H", "H", "H", "H", "Br", "C", "C", "Br", "H", "H", "H", "H", "Br", "C", "C", "Br", "H", "H", "H", "H", "Br", "C", "C", "Br", "H", "H", "H", "H", "Br", "C", "C", "Br", "H", "H", "H", "H", "Br", "C", "C", "Br", "H", "H", "H", "H", "Br", "C", "C", "Br", "H", "H", "H", "H"], "positions_angstrom": [[1.5310, 1.8010, 1.3138], [2.1613, 1.9110, 0.3206], [2.9127, 2.1125, -0.8298], [2.0181, 2.0448, -2.0874], [2.6756, 1.2854, -3.0257], [2.0055, 0.0576, -3.3026], [2.2159, -0.9669, -2.1676], [0.9750, -1.5463, -1.8859], [1.1103, -2.7138, -1.0881], [1.1574, -2.3720, 0.3942], [2.3295, -1.6952, 0.8207], [3.4965, -2.4913, 0.8006], [4.6740, -1.6100, 0.3154], [1.2083, 1.7749, 2.3166], [3.3265, 3.0597, -0.7956], [3.6497, 1.4072, -0.9061], [1.8576, 3.0710, -2.4042], [1.0556, 1.6230, -1.8290], [2.4170, -0.3607, -4.2082], [0.9391, 0.1894, -3.4506], [2.5685, -0.4010, -1.3061], [2.9520, -1.6999, -2.4877], [1.9424, -3.3385, -1.4093], [0.2101, -3.2987, -1.2357], [0.3425, -1.6705, 0.5521], [0.9185, -3.2496, 1.0036], [3.7475, -2.8800, 1.7840], [3.4207, -3.3554, 0.1448], [5.5402, -1.6878, 0.9549], [4.9116, -1.8109, -0.7228], [4.3080, -0.5848, 0.3354], [-0.8998, -5.2812, 0.6030], [-2.6551, -4.4749, 0.8667], [-3.5856, -4.8104, -0.2640], [-3.1749, -3.7573, -1.8495], [-2.4969, -3.4075, 0.9842], [-3.0218, -4.8892, 1.8031], [-4.6110, -4.5541, -0.0057], [-3.5399, -5.8540, -0.5576], [1.1398, 5.0318, -1.1726], [0.3143, 6.4206, -2.2686], [0.7845, 6.3319, -3.6933], [2.5917, 7.0307, -3.8856], [0.5443, 7.3705, -1.7967], [-0.7558, 6.2367, -2.2059], [0.1618, 6.9471, -4.3411], [0.8039, 5.3114, -4.0722], [-6.4988, -5.6431, -2.3382], [-7.8592, -6.2508, -1.0841], [-8.5204, -5.0932, -0.3885], [-7.3759, -4.3473, 1.0015], [-7.3732, -6.9364, -0.3975], [-8.5828, -6.7957, -1.6867], [-9.4200, -5.4199, 0.1284], [-8.7707, -4.2795, -1.0605], [1.5916, 10.2695, -7.5129], [2.5762, 11.4284, -6.2978], [2.6141, 10.8588, -4.9055], [0.9170, 11.0873, -3.9805], [2.1069, 12.4055, -6.3455], [3.5819, 11.4914, -6.7080], [3.3459, 11.3865, -4.2972], [2.8325, 9.7968, -4.8936], [-11.3696, -2.5718, -1.0969], [-11.3089, -2.9501, -3.0061], [-12.5459, -3.6722, -3.4650], [-12.5054, -5.5477, -2.9456], [-10.4000, -3.5152, -3.1876], [-11.2304, -1.9781, -3.4883], [-12.6050, -3.6752, -4.5512], [-13.4575, -3.2503, -3.0551], [0.5836, 3.7705, -6.1869], [1.4615, 4.5268, -7.7563], [1.7221, 5.9968, -7.5767], [0.0873, 7.0301, -7.7760], [0.8199, 4.3093, -8.6036], [2.3956, 3.9793, -7.8607], [2.3974, 6.3641, -8.3468], [2.1273, 6.2381, -6.6004], [7.5874, 3.7599, 2.2481], [6.9920, 3.3620, 0.4430], [6.4098, 4.5778, -0.2287], [4.6170, 4.9783, 0.4321], [6.2851, 2.5410, 0.5196], [7.8799, 3.0249, -0.0876], [6.2906, 4.4081, -1.2970], [7.0038, 5.4719, -0.0717], [2.0438, 4.7460, 3.4840], [0.4581, 5.0289, 4.5813], [0.1362, 3.8127, 5.4073], [-0.6788, 2.4164, 4.3223], [-0.3455, 5.3058, 3.9070], [0.6989, 5.8733, 5.2232], [-0.6008, 4.0511, 6.1709], [1.0116, 3.3760, 5.8762], [4.0465, -4.7361, 4.4614], [4.9839, -6.1863, 3.5655], [6.3943, -5.7997, 3.2115], [6.4419, -4.6202, 1.6634], [4.3891, -6.4564, 2.6992], [4.9827, -7.0110, 4.2755], [6.9691, -6.6768, 2.9225], [6.9073, -5.2826, 4.0155], [-4.2840, -3.9971, 4.2613], [-5.9834, -3.7287, 5.1758], [-6.3370, -4.9103, 6.0382], [-6.9894, -6.4017, 4.9739], [-6.7251, -3.5249, 4.4101], [-5.8413, -2.8391, 5.7855], [-7.1538, -4.6591, 6.7112], [-5.4952, -5.2783, 6.6154], [4.2840, -3.7380, 9.4723], [2.5474, -4.2216, 8.7406], [2.2457, -5.6822, 8.9423], [3.2383, -6.7933, 7.6920], [2.5569, -3.9357, 7.6937], [1.8283, -3.6067, 9.2776], [1.1968, -5.8860, 8.7375], [2.4923, -6.0321, 9.9392]], "forces_ev_per_a": [[0.30, 0.06, 0.60], [0.49, 0.16, -0.30], [-0.80, 0.33, -0.14], [0.21, -0.35, -1.08], [-0.09, 0.43, -0.22], [0.21, -1.23, 0.34], [-0.56, 1.19, -0.63], [0.39, -0.43, -0.17], [-0.56, -0.11, 0.65], [-0.25, 0.13, -0.06], [-0.19, -0.23, -0.24], [1.21, 0.35, -0.10], [-0.94, -0.04, -0.04], [-0.68, -0.14, 0.45], [0.34, -0.03, 0.17], [0.08, -0.03, -0.20], [0.39, -0.13, -0.10], [-0.09, -0.17, 0.53], [0.19, 0.34, -0.40], [-0.20, 0.28, 0.00], [0.32, -0.30, 0.34], [0.20, -0.23, 0.25], [0.25, 0.08, -0.16], [-0.22, -0.08, -0.13], [-0.12, 0.18, 0.13], [0.37, -0.03, -0.05], [-0.30, -0.01, 0.32], [-0.30, -0.11, -0.11], [0.29, -0.08, 0.00], [0.32, -0.18, -0.14], [0.09, 0.26, 0.26], [-0.07, -0.13, 0.04], [0.08, -0.20, 0.13], [-0.13, 0.23, -0.09], [0.08, -0.05, -0.01], [-0.04, 0.01, -0.04], [-0.04, -0.04, -0.07], [0.01, 0.01, 0.03], [0.04, 0.00, 0.03], [-0.21, 0.50, 0.42], [-0.14, -0.03, -0.09], [0.06, 0.15, -0.03], [0.04, -0.13, 0.02], [0.07, -0.02, -0.01], [0.01, -0.06, -0.01], [-0.01, 0.00, 0.02], [-0.04, 0.24, 0.09], [0.02, -0.03, 0.09], [-0.01, 0.00, -0.28], [-0.04, -0.07, 0.24], [0.03, 0.06, -0.04], [-0.02, 0.03, 0.04], [-0.05, 0.04, 0.03], [0.00, -0.02, -0.03], [0.02, -0.01, -0.01], [0.05, 0.10, 0.11], [0.04, -0.13, -0.23], [-0.03, 0.20, 0.17], [0.01, -0.13, -0.02], [0.00, 0.00, 0.07], [0.01, 0.00, 0.05], [0.00, 0.03, -0.04], [0.00, -0.02, -0.06], [0.07, -0.05, -0.01], [-0.04, 0.25, 0.13], [0.05, -0.25, -0.13], [-0.03, 0.05, 0.05], [-0.03, -0.04, -0.04], [-0.04, -0.01, -0.02], [0.04, 0.03, 0.00], [0.03, 0.03, 0.03], [-0.06, -0.21, -0.17], [0.18, -0.10, 0.11], [-0.15, 0.19, -0.22], [-0.06, -0.12, 0.09], [-0.04, 0.04, 0.02], [0.01, 0.02, 0.04], [-0.01, -0.06, -0.02], [0.06, -0.04, 0.02], [-0.11, -0.05, -0.04], [0.27, 0.10, 0.21], [-0.13, -0.14, -0.16], [-0.04, -0.08, -0.06], [-0.03, 0.01, -0.03], [-0.03, 0.03, -0.06], [0.02, 0.00, 0.00], [0.00, -0.01, 0.06], [-0.06, -0.01, -0.05], [0.22, 0.08, 0.03], [-0.18, -0.03, -0.03], [0.04, -0.06, 0.03], [-0.03, -0.04, 0.02], [0.01, -0.03, 0.03], [-0.01, 0.04, -0.03], [0.03, 0.03, -0.02], [-0.02, 0.08, -0.16], [-0.08, 0.03, 0.28], [0.05, -0.08, -0.20], [0.04, 0.04, 0.03], [0.05, 0.00, -0.04], [0.05, 0.01, 0.00], [-0.04, -0.02, -0.01], [-0.06, 0.01, 0.03], [-0.06, 0.02, -0.04], [0.18, 0.12, 0.08], [-0.26, -0.14, -0.08], [0.09, 0.00, 0.02], [-0.02, -0.07, 0.00], [0.00, -0.03, 0.03], [0.01, 0.07, -0.02], [0.04, 0.05, -0.02], [-0.01, 0.00, -0.09], [0.08, 0.14, 0.23], [-0.07, -0.12, -0.23], [0.02, -0.07, 0.12], [-0.01, -0.07, -0.02], [-0.02, -0.05, 0.01], [0.00, 0.05, -0.01], [0.03, 0.06, 0.02]], "mulliken_charge": [0.102, -0.831, 0.459, -0.244, -0.496, -0.878, 0.621, -0.448, -0.388, -0.449, -0.312, 0.081, -0.964, 0.530, 0.035, 0.436, 0.105, 0.514, 0.377, 0.333, -0.243, 0.300, 0.350, 0.251, 0.194, 0.338, 0.128, 0.285, 0.448, 0.247, -0.056, -0.190, -0.394, -0.228, -0.136, 0.452, 0.136, -0.098, 0.424, -0.137, -0.579, -0.251, -0.175, 0.408, 0.398, 0.442, -0.094, -0.155, -0.580, -0.399, -0.111, 0.400, 0.368, 0.373, 0.115, -0.113, -0.602, -0.344, -0.127, 0.387, 0.348, 0.353, 0.108, -0.132, -0.585, -0.585, -0.132, 0.335, 0.374, 0.346, 0.382, -0.122, -0.574, -0.320, -0.149, 0.382, 0.378, 0.387, 0.045, -0.098, -0.392, -0.644, -0.062, 0.111, 0.380, 0.350, 0.431, -0.122, -0.598, -0.563, -0.134, 0.372, 0.352, 0.355, 0.367, -0.116, -0.626, -0.555, -0.142, 0.386, 0.352, 0.352, 0.371, -0.100, -0.523, -0.607, -0.118, 0.313, 0.337, 0.355, 0.376, -0.120, -0.517, -0.577, -0.136, 0.280, 0.344, 0.339, 0.375], "gap_ha": 0.33417, "charge": 1, "e_tot_ha": -58126.81941, "e_homo_ev": -11.18}

=====

# 2
{"formula": "C31H62Br2N5O3", "method": "wB97M-V/def2-TZVPD", "species": ["C", "C", "N", "C", "C", "C", "C", "C", "O", "C", "H", "H", "H", "H", "H", "H", "H", "H", "H", "H", "H", "H", "H", "H", "H", "H", "H", "H", "H", "H", "C", "C", "N", "C", "C", "C", "C", "C", "O", "C", "H", "H", "H", "H", "H", "H", "H", "H", "H", "H", "H", "H", "H", "H", "H", "H", "H", "H", "H", "H", "C", "C", "O", "N", "H", "H", "C", "H", "H", "H", "H", "H", "H", "C", "N", "C", "C", "C", "C", "C", "C", "C", "C", "N", "C", "C", "C", "H", "H", "H", "H", "H", "H", "H", "H", "H", "H", "H", "H", "H", "H", "Br", "Br"], "positions_angstrom": [[-2.3337, 2.4791, 1.7086], [-1.5235, 2.3729, 0.4346], [-0.1591, 3.2877, 0.5404], [0.8316, 2.6684, 1.5596], [0.2993, 3.1058, -0.9496], [1.6980, 3.8266, -1.0199], [-0.5547, 4.7602, 0.9366], [-1.2702, 5.5868, -0.1486], [-2.5330, 4.9345, -0.4727], [-3.2629, 5.6379, -1.5360], [-1.8100, 2.4948, 2.6875], [-3.1192, 1.7157, 1.6964], [-2.8725, 3.4315, 1.6017], [-2.0222, 2.7726, -0.4427], [-1.0906, 1.3907, 0.2870], [0.8785, 1.5938, 1.4345], [0.3461, 3.0029, 2.4639], [1.8382, 3.0575, 1.4255], [-0.4393, 3.6029, -1.5522], [0.2394, 2.0298, -1.2036], [2.3934, 3.3136, -0.3947], [1.4883, 4.8826, -0.7512], [2.0677, 3.7632, -2.0258], [0.3763, 5.2939, 1.1480], [-0.9402, 4.7586, 1.9787], [-0.5660, 5.5687, -0.9766], [-1.3076, 6.5896, 0.2527], [-4.0493, 5.0203, -2.0182], [-2.5346, 5.8864, -2.3341], [-3.7939, 6.5991, -1.2078], [-5.3252, -3.9496, 0.5203], [-4.4104, -3.0672, 1.3432], [-5.0402, -2.6253, 2.7164], [-4.0158, -1.8506, 3.4237], [-6.2923, -1.7610, 2.3836], [-5.9216, -0.4812, 1.6183], [-5.4725, -3.8978, 3.5052], [-5.7303, -3.6068, 5.0184], [-6.7695, -2.7005, 5.1778], [-6.8607, -2.1697, 6.4602], [-6.3589, -3.5858, 0.3799], [-5.4217, -4.8656, 1.0589], [-4.9535, -4.0474, -0.4955], [-4.1303, -2.1405, 0.8355], [-3.4360, -3.4759, 1.6465], [-3.6817, -0.9980, 2.8553], [-3.1475, -2.5493, 3.6265], [-4.4106, -1.3542, 4.3008], [-6.7826, -1.5783, 3.3388], [-6.9654, -2.3509, 1.7144], [-6.8783, 0.0493, 1.4320], [-5.4339, -0.7109, 0.6825], [-5.3252, 0.1279, 2.2799], [-4.6528, -4.6213, 3.4722], [-6.2686, -4.2503, 2.8977], [-4.7642, -3.2455, 5.4466], [-6.0233, -4.5889, 5.4576], [-7.0124, -2.9417, 7.1702], [-7.6978, -1.4832, 6.5197], [-5.9288, -1.6355, 6.7012], [1.5496, -1.0989, -1.3358], [0.3290, -1.8463, -0.9498], [-0.1864, -1.8464, 0.0962], [-0.2673, -2.5826, -2.0798], [-0.8889, -1.8159, -2.5663], [0.5169, -2.9588, -2.6745], [-1.1315, -3.6746, -1.5500], [2.3179, -1.8031, -1.5530], [1.8199, -0.5212, -0.4518], [1.3220, -0.4114, -2.1787], [-1.7108, -4.1611, -2.3124], [-1.8289, -3.2083, -0.8553], [-0.4390, -4.4026, -1.1834], [6.1134, -5.0163, -2.0788], [6.0229, -3.5160, -2.2959], [5.7033, -3.0028, -3.4589], [5.6958, -1.6488, -3.6451], [6.0673, -0.8389, -2.6130], [6.4315, -1.4086, -1.3712], [6.3950, -2.7796, -1.2557], [6.3605, 0.5804, -2.7736], [5.5450, 1.6948, -2.5077], [6.0603, 2.9438, -2.5176], [7.3888, 3.1618, -2.7551], [8.2191, 2.1614, -3.0702], [7.7245, 0.8860, -3.1132], [7.8799, 4.5343, -2.8298], [5.9228, -5.2004, -1.0225], [7.0975, -5.3235, -2.3190], [5.4167, -5.5171, -2.7067], [5.3912, -3.6584, -4.2762], [5.4073, -1.2795, -4.6114], [6.7460, -0.8075, -0.5037], [6.7347, -3.2894, -0.3779], [4.4948, 1.5477, -2.2464], [5.4860, 3.7935, -2.2455], [9.2644, 2.4582, -3.0826], [8.4055, 0.1332, -3.4582], [7.2229, 5.3174, -2.4635], [8.2285, 4.7180, -3.8385], [8.7721, 4.5483, -2.2258], [-1.6897, 0.3486, -2.6245], [2.9274, -4.2820, -2.7272]], "forces_ev_per_a": [[-0.80, 1.00, -0.28], [2.04, 0.60, 1.72], [-1.72, -1.06, -1.38], [-1.51, 1.22, -1.18], [1.75, 1.05, 1.72], [-2.33, -0.29, -0.69], [1.24, -0.53, 0.45], [-0.55, -2.39, 0.74], [0.38, 1.68, -0.48], [-0.05, 0.94, -0.27], [-0.10, -0.34, -0.78], [0.29, -0.05, 0.11], [-0.02, -0.22, 0.45], [-0.10, -0.32, 0.17], [-0.23, -0.17, -0.31], [-0.39, -0.16, 0.04], [0.61, -0.47, 0.73], [-0.31, 0.36, 0.22], [-0.22, 0.16, -0.26], [0.30, 0.54, 0.27], [0.57, 0.06, 0.54], [0.78, -0.64, -0.09], [0.14, 0.21, -0.59], [0.32, -0.14, -0.47], [-0.67, -0.43, -0.97], [-0.33, 0.33, -0.60], [-0.61, 0.43, -0.06], [0.69, -0.14, 0.80], [-0.39, 0.03, 0.35], [1.02, -1.32, -0.01], [-0.35, 0.59, 0.17], [0.08, 1.02, 0.95], [-0.69, -0.47, -1.53], [1.11, -0.42, 0.51], [0.05, -0.27, -0.69], [-1.16, -0.46, 0.96], [1.04, 1.58, 0.77], [0.08, -0.98, -1.07], [-0.12, 0.18, -1.28], [0.52, 0.96, 0.41], [0.61, 0.23, 0.20], [0.04, -1.09, -0.33], [0.32, -0.40, 0.11], [-0.29, -0.09, 0.07], [-0.46, -0.57, -0.28], [0.27, -0.16, -0.77], [-1.00, 1.01, 0.07], [-0.20, -0.56, 0.53], [0.04, 0.03, -0.19], [0.63, 0.18, 0.99], [0.65, -0.24, -0.03], [0.06, 0.29, -0.21], [0.27, 0.53, -0.21], [0.05, 0.19, -0.20], [-1.06, -0.52, 0.18], [-0.68, -0.31, 0.06], [0.51, 0.47, -0.03], [-0.14, -0.83, 0.91], [-0.06, 0.06, -0.21], [-0.18, 0.01, 0.15], [-0.59, 1.25, 0.37], [1.17, 0.90, -1.73], [-1.01, -0.22, 2.05], [-0.82, -0.05, -0.82], [0.86, -0.41, 0.21], [-0.63, 0.25, 0.19], [-0.16, 0.32, -0.53], [0.77, -0.60, -0.55], [0.14, 0.10, -0.10], [0.14, -0.58, 0.33], [-0.07, 0.13, -0.73], [0.38, -0.38, 0.25], [0.03, -0.46, 0.88], [-0.31, 1.09, 0.40], [0.88, -2.39, 0.88], [-1.15, -0.68, -1.22], [-0.13, 0.31, -0.47], [0.34, -0.26, 1.25], [-0.20, 0.13, 0.15], [0.13, 1.35, -0.05], [2.01, 2.27, -0.56], [-0.74, -2.07, 0.20], [1.84, 0.37, -0.12], [-2.16, 0.32, -0.10], [-0.36, 0.41, 0.87], [-1.06, -0.49, -0.09], [1.31, 0.24, 0.16], [-0.21, -0.05, -0.25], [1.11, -0.17, -0.26], [-0.74, -0.19, -0.33], [0.24, -0.03, 0.55], [0.02, 0.23, -0.21], [-0.14, -0.29, -0.66], [-0.11, -0.21, 0.31], [0.32, 0.11, -0.10], [-0.35, 0.66, -0.06], [-0.08, -0.38, -0.62], [0.13, -0.54, 0.26], [-0.39, -0.42, -0.13], [-0.34, 0.23, -0.27], [0.35, 0.26, 0.39], [0.34, -0.44, 0.26], [-0.48, 0.48, 0.09]], "mulliken_charge": [-0.986, -0.089, -0.105, -0.858, 0.211, -1.279, -0.808, -0.705, -0.280, -0.793, 0.273, 0.043, 0.336, 0.527, 0.349, 0.213, 0.462, 0.356, 0.394, -0.169, 0.333, 0.192, 0.461, 0.552, 0.527, 0.338, 0.512, 0.291, 0.321, 0.279, -1.416, -0.419, 0.510, -1.208, -0.337, -1.212, -0.798, -0.799, -0.317, -0.809, 0.312, 0.402, 0.406, 0.348, 0.457, 0.446, 0.393, 0.334, 0.471, 0.336, 0.434, 0.347, 0.299, 0.404, 0.602, 0.419, 0.453, 0.347, 0.262, 0.331, -0.892, 0.468, -0.447, 0.191, 0.167, 0.248, -0.834, 0.314, 0.200, 0.219, 0.409, 0.259, 0.343, -1.004, 0.168, -0.533, -0.223, 0.596, -0.543, -0.417, 0.240, -0.634, -0.057, 0.053, -0.393, -0.629, -0.952, 0.348, 0.399, 0.398, 0.470, 0.557, 0.503, 0.442, 0.527, 0.465, 0.438, 0.516, 0.309, 0.398, 0.380, -0.712, -0.651], "gap_ha": 0.20859, "charge": 3, "e_tot_ha": -6864.95750, "e_homo_ev": -13.78}